ORCA calculation (the ωB97M-V functional and the def2-TZVPD basis) on a structure of composition C14H9O8PbTe4 at a distorted geometry.

Geometry (Å):
Pb: -0.151 -0.121 -0.398
Te: -2.738 0.919 -0.643
Te: -3.536 -0.956 -2.421
Te: 0.155 -2.896 -0.602
Te: -1.850 -3.184 -2.394
O: 2.057 -0.165 -1.215
O: -1.542 -1.154 1.504
O: 2.018 4.495 -1.719
O: 2.186 1.715 5.866
O: 4.893 0.700 -1.676
O: 0.412 2.005 -1.239
O: 4.834 3.640 -1.868
O: 0.669 0.521 1.584
C: -2.619 -1.944 3.393
C: 1.329 1.061 5.046
C: 1.661 2.130 -1.444
C: 2.517 1.000 -1.432
C: 1.396 1.094 3.678
C: 3.910 1.411 -1.630
C: 2.436 3.356 -1.652
C: -0.574 -0.375 4.915
C: 0.476 0.390 2.852
C: 3.877 2.916 -1.750
C: 0.321 0.310 5.682
C: -1.525 -1.125 2.739
C: -0.553 -0.379 3.499
C: 3.213 2.477 5.255
H: -2.524 -2.969 3.033
H: 2.148 1.655 3.142
H: 0.273 0.288 6.762
H: -1.332 -0.939 5.436
H: 2.800 3.270 4.627
H: -2.621 -1.943 4.476
H: -3.576 -1.567 3.030
H: 3.867 1.848 4.646
H: 3.785 2.917 6.066

gap between HOMO and LUMO = 5.109 eV
charge = -1
energy relative to the best compared isomer or geometry (same formula, charge and spin) = 1.125 eV
M = 1022.82 g mol⁻¹
lowest unoccupied orbital energy = 0.0099 hartree
E_HOMO = -4.8 eV
E = -65466.0444 eV

ORCA calculation (the ωB97M-V functional and the def2-TZVPD basis) on an isolated molecule of C15H10Cl2N2O4 at a distorted geometry.

Geometry (Å):
Cl: -4.086 -2.438 -1.360
Cl: -3.656 1.338 2.420
O: 2.968 -2.054 1.193
O: 2.668 -0.290 -0.767
O: 0.416 0.314 -2.278
O: 4.784 -1.002 2.005
N: -1.166 2.059 1.026
N: 0.503 1.901 -0.634
C: -3.043 0.561 1.025
C: -1.340 0.368 -0.693
C: 1.680 0.804 -2.704
C: 3.678 -0.120 0.116
C: 4.372 1.028 -0.181
C: 3.738 1.589 -1.305
C: 3.888 -1.080 1.200
C: -0.108 0.890 -1.198
C: -0.062 2.434 0.458
C: -3.205 -1.120 -0.685
C: -1.828 1.025 0.465
C: 3.096 -3.029 2.217
C: 2.705 0.744 -1.617
C: -3.718 -0.491 0.459
C: -2.032 -0.707 -1.266
H: -4.643 -0.838 0.892
H: 0.471 3.264 0.901
H: 1.590 1.840 -3.048
H: 1.953 0.155 -3.543
H: 2.994 -2.562 3.199
H: 5.219 1.405 0.353
H: 3.999 2.493 -1.813
H: 2.299 -3.749 2.051
H: 4.073 -3.513 2.159
H: -1.634 -1.188 -2.145

gap between HOMO and LUMO = 8.642 eV
charge = 0
M = 353.16 g mol⁻¹
lowest unoccupied orbital energy = -0.0084 hartree
E_HOMO = -8.9 eV
E = -51932.3285 eV
SMILES = COC(=O)c1ccc(COc2ncnc3c(Cl)cc(Cl)cc23)o1

ORCA calculation (the ωB97M-V functional and the def2-TZVPD basis) on a structure of composition C15H10FeN5O7SSe4.

Geometry (Å):
Se: 3.084 1.712 1.429
Se: 5.137 1.713 2.306
Se: 3.857 5.025 2.801
Se: 2.184 3.948 1.798
Fe: 0.972 0.934 -0.386
S: 2.508 0.461 -1.933
O: 0.689 -6.908 1.999
O: -2.930 -6.451 -1.092
O: -0.095 1.511 1.019
O: -3.328 -4.482 -2.061
O: -0.416 -0.627 -1.099
O: 1.976 -5.241 2.421
O: 1.120 -0.825 0.415
N: 0.704 2.575 -1.397
N: -2.676 -5.212 -1.248
N: 1.512 2.916 -2.485
N: 1.025 -5.745 1.852
N: 3.167 2.172 -3.864
C: -2.990 4.454 1.099
C: 0.231 -4.891 0.945
C: 2.344 1.982 -2.779
C: -0.216 3.435 -1.135
C: 0.601 -3.558 0.799
C: -1.123 3.402 -0.028
C: -1.007 2.447 1.000
C: -2.115 4.397 0.046
C: 0.176 -1.358 -0.270
C: -0.170 -2.784 -0.070
C: -2.873 3.500 2.123
C: -1.602 -4.663 -0.579
C: -1.907 2.526 2.081
C: -1.252 -3.307 -0.755
C: -0.835 -5.463 0.291
H: -0.274 4.278 -1.820
H: -1.834 -2.695 -1.426
H: -3.554 3.530 2.965
H: -2.172 5.126 -0.755
H: 1.440 -3.142 1.332
H: 3.256 3.138 -4.139
H: 4.032 1.659 -3.837
H: -1.094 -6.499 0.428
H: -1.806 1.788 2.864
H: -3.751 5.221 1.144

spin multiplicity = 6
gap between HOMO and LUMO (spin up / spin down) = 3.794 / 4.899 eV
expectation value of S² = 8.846
charge = -2
M = 776.03 g mol⁻¹
lowest unoccupied orbital energy (spin up / spin down) = 0.1081 / 0.1131 hartree
E_HOMO (spin up / spin down) = -0.9 / -1.8 eV
E = -344106.4358 eV

ORCA calculation (the ωB97M-V functional and the def2-TZVPD basis) on a structure of composition C15H10IrN5O2S.

Geometry (Å):
Ir: -0.190 1.601 0.749
S: 3.046 -1.287 1.015
O: -0.802 -1.974 -0.056
O: -2.523 2.033 0.902
N: -1.522 0.158 0.401
N: -1.970 7.153 -1.078
N: 0.290 3.203 -0.198
N: -0.060 0.615 2.555
N: -0.224 5.401 -1.044
C: 2.246 0.473 -0.733
C: 0.966 -0.270 2.646
C: -1.692 -1.178 0.078
C: -3.206 -1.400 0.018
C: -2.658 0.841 0.563
C: -1.173 6.323 -1.032
C: 0.350 -0.784 4.892
C: -0.050 4.299 -0.568
C: -0.868 0.810 3.588
C: 3.165 -0.498 -0.540
C: 1.386 0.612 0.397
C: -3.848 -0.013 0.234
C: 1.192 -0.987 3.807
C: 1.744 -0.310 1.432
C: -0.691 0.125 4.782
H: 0.510 -1.329 5.812
H: 2.169 1.064 -1.632
H: -3.471 -1.870 -0.926
H: -1.366 0.312 5.605
H: -4.596 0.022 1.023
H: 2.017 -1.685 3.860
H: 3.939 -0.817 -1.221
H: -4.313 0.381 -0.671
H: -1.670 1.523 3.443
H: -3.465 -2.102 0.811

spin multiplicity = 2
gap between HOMO and LUMO (spin up / spin down) = 7.510 / 5.693 eV
expectation value of S² = 0.769
charge = +1
energy relative to the best compared isomer or geometry (same formula, charge and spin) = 0.000 eV
M = 516.56 g mol⁻¹
lowest unoccupied orbital energy (spin up / spin down) = -0.1772 / -0.2505 hartree
E_HOMO (spin up / spin down) = -12.3 / -12.5 eV
E = -40928.7336 eV

ORCA calculation (the ωB97M-V functional and the def2-TZVPD basis) on a cluster of 2 separate species, C15H10N2O5 in total at a distorted geometry.

Geometry (Å):
O: -2.496 -0.762 2.462
O: 0.263 -4.457 1.633
O: -2.229 -1.033 5.265
O: 0.249 -4.918 4.423
O: 1.566 4.390 -3.804
N: 2.039 -1.554 -2.906
N: -1.597 -1.693 -1.347
C: 0.904 3.056 -3.455
C: 1.833 2.018 -2.411
C: -0.304 -3.939 3.913
C: -1.675 -1.867 4.488
C: -0.644 0.844 -2.259
C: 0.910 0.835 -1.861
C: 0.984 0.833 -0.244
C: -1.093 -2.577 2.076
C: 0.372 4.489 -2.703
C: 1.058 0.809 1.081
C: -1.816 -1.658 2.977
C: -1.260 -0.570 -1.718
C: 1.545 -0.569 -2.381
C: -0.949 -2.967 4.819
C: -0.355 -3.670 2.407
H: 2.059 2.751 -1.559
H: -1.196 -2.312 1.029
H: -0.110 5.292 -3.393
H: -0.803 -3.200 5.868
H: 0.156 2.535 -4.261
H: -0.773 0.774 -3.418
H: 1.143 5.035 -2.018
H: -1.277 1.683 -1.796
H: 2.751 1.706 -3.026
H: 0.760 0.666 2.182

gap between HOMO and LUMO = 3.067 eV
charge = -2
energy relative to the best compared isomer or geometry (same formula, charge and spin) = 5.686 eV
M = 298.25 g mol⁻¹
lowest unoccupied orbital energy = 0.1296 hartree
E_HOMO = 0.5 eV
E = -28923.1249 eV

ORCA calculation (the ωB97M-V functional and the def2-TZVPD basis) on a structure of composition C15H11BCl3F4GeN3Rh at a distorted geometry.

Geometry (Å):
Rh: -0.571 0.201 -0.048
Ge: -3.098 0.028 2.434
Cl: -3.289 1.992 3.228
Cl: -2.808 0.776 -0.089
Cl: -4.930 -1.028 2.098
F: 0.483 -1.908 3.531
F: -0.609 -0.014 1.966
F: 0.732 0.251 4.302
F: -1.330 -0.769 4.388
N: 1.548 -0.301 -0.559
N: 0.624 2.075 -0.051
N: -0.485 -1.900 -0.786
C: -1.610 -2.620 -0.853
C: 1.964 1.983 -0.082
C: -1.579 -3.989 -1.053
C: 2.486 0.642 -0.411
C: 0.714 -2.487 -0.926
C: 2.137 4.285 0.521
C: 0.755 4.366 0.549
C: 4.172 -0.979 -0.847
C: 0.812 -3.845 -1.137
C: 1.868 -1.571 -0.826
C: 3.188 -1.946 -0.981
C: -0.348 -4.606 -1.191
C: 0.023 3.231 0.252
C: 2.749 3.082 0.194
C: 3.824 0.330 -0.555
B: -0.032 -0.781 3.998
H: 4.587 1.088 -0.446
H: -1.059 3.247 0.237
H: 1.776 -4.318 -1.263
H: -2.505 -4.546 -1.101
H: 2.740 5.154 0.752
H: 0.243 5.287 0.791
H: 3.452 -2.969 -1.207
H: 5.213 -1.247 -0.970
H: -0.288 -5.676 -1.344
H: -2.548 -2.088 -0.763
H: 3.828 3.014 0.158

spin multiplicity = 6
gap between HOMO and LUMO (spin up / spin down) = 8.442 / 5.600 eV
expectation value of S² = 8.764
charge = +2
energy relative to the best compared isomer or geometry (same formula, charge and spin) = 0.000 eV
M = 601.95 g mol⁻¹
lowest unoccupied orbital energy (spin up / spin down) = -0.2614 / -0.3680 hartree
E_HOMO (spin up / spin down) = -15.6 / -15.6 eV
E = -128831.9610 eV